Entry from the OMol25 dataset: a structure of composition C35H47F5MoN8SSbSi3 (ωB97M-V with the def2-TZVPD basis set).

Structure (XYZ):
```
101
C35H47F5MoN8SSbSi3 | the OMol25 dataset | ωB97M-V with the def2-TZVPD basis set
Mo -0.832 -1.219 0.676
C -5.042 -2.149 2.378
C -3.731 -2.351 1.937
N -2.882 -1.335 1.815
C -3.339 -0.106 2.162
C -4.655 0.071 2.555
N -5.508 -0.947 2.655
C -2.320 0.961 2.204
C -2.520 2.214 2.739
C -1.416 3.031 3.021
C -0.145 2.474 2.856
C -0.012 1.225 2.289
N -1.086 0.537 1.860
C 1.203 0.396 2.336
C 2.369 0.789 2.964
N 3.312 -0.083 3.318
C 3.078 -1.351 3.051
C 1.946 -1.765 2.341
N 1.019 -0.896 1.962
C -1.596 4.387 3.561
C -0.733 4.909 4.520
C -0.968 6.195 4.984
N -1.961 6.964 4.545
C -2.777 6.462 3.623
C -2.647 5.180 3.107
H -5.712 -2.994 2.489
H -3.374 -3.341 1.688
H -5.041 1.051 2.804
H -3.508 2.548 3.022
H 0.721 3.022 3.201
H 2.542 1.826 3.225
H 3.803 -2.084 3.384
H 1.800 -2.806 2.103
H 0.079 4.329 4.939
H -0.329 6.626 5.746
H -3.573 7.112 3.280
H -3.335 4.832 2.346
N -1.073 -2.641 -1.100
C -2.516 -2.725 -1.423
C -2.974 -1.322 -1.740
N -2.438 -0.383 -0.701
H -0.564 -2.344 -1.930
H -0.728 -3.569 -0.871
H -3.029 -3.139 -0.556
H -2.702 -3.392 -2.266
H -4.058 -1.244 -1.796
H -2.577 -1.013 -2.702
H -3.219 -0.058 -0.139
H -2.077 0.454 -1.159
F 2.783 -7.574 -0.349
C 1.999 -6.615 0.087
C 2.197 -5.308 -0.333
F 3.176 -5.007 -1.176
C 1.364 -4.312 0.138
F 1.603 -3.040 -0.278
C 0.320 -4.557 1.017
S -0.802 -3.373 1.711
C 0.144 -5.882 1.423
F -0.836 -6.179 2.266
C 0.966 -6.901 0.973
F 0.768 -8.137 1.376
C 4.221 -1.078 -0.257
Si 3.418 -0.572 -1.848
C 3.353 -1.951 -3.091
C 4.194 0.990 -2.481
Sb 0.870 0.090 -1.327
Si 0.886 2.687 -1.082
C -0.868 3.189 -0.658
C 1.389 3.488 -2.681
C 2.130 3.141 0.242
Si -0.026 0.004 -3.804
C -0.344 -1.767 -4.342
C -1.544 1.090 -3.981
C 1.329 0.686 -4.880
H 5.272 -1.324 -0.429
H 3.743 -1.962 0.156
H 4.192 -0.262 0.468
H 4.303 -2.493 -3.089
H 3.205 -1.565 -4.100
H 2.571 -2.676 -2.867
H 5.275 0.826 -2.531
H 4.037 1.831 -1.803
H 3.866 1.264 -3.482
H -1.508 3.149 -1.543
H -0.882 4.223 -0.303
H -1.313 2.568 0.122
H 0.738 3.273 -3.526
H 2.417 3.262 -2.962
H 1.339 4.568 -2.499
H 1.662 3.285 1.216
H 2.596 4.091 -0.029
H 2.932 2.408 0.349
H -1.322 -2.175 -4.085
H 0.433 -2.461 -4.009
H -0.298 -1.773 -5.436
H -2.292 1.044 -3.188
H -2.052 0.825 -4.913
H -1.245 2.135 -4.074
H 2.054 -0.080 -5.153
H 1.857 1.536 -4.455
H 0.857 1.031 -5.806
```

## Properties
Frontier orbital gap (spin up / spin down) (eV): 6.64 / 5.93
Charge: +3
Molar mass (g mol⁻¹): 1008.83
E_HOMO (spin up / spin down) (eV): -16.0 / -16.1
Multiplicity: 3

---

Entry from the OMol25 dataset: a structure of composition C35H48Br2CsN3O2S2Si at a distorted geometry (ωB97M-V with the def2-TZVPD basis set).

Structure (XYZ):
```
94
C35H48Br2CsN3O2S2Si | the OMol25 dataset | ωB97M-V with the def2-TZVPD basis set
Cs -0.720 -2.237 -0.679
N 2.047 -2.911 -0.586
S 3.214 -3.264 -1.575
C 4.535 -2.036 -1.414
C 5.761 -2.212 -2.054
C 6.690 -1.183 -2.034
C 6.395 0.013 -1.385
C 5.173 0.179 -0.749
C 4.231 -0.849 -0.766
C 4.156 -4.685 -0.994
C 4.715 -4.691 0.279
C 5.366 -5.829 0.729
C 5.465 -6.948 -0.098
C 4.904 -6.931 -1.368
C 4.238 -5.795 -1.817
H 2.380 -2.820 0.384
H 5.990 -3.147 -2.557
H 7.644 -1.311 -2.531
H 7.120 0.819 -1.382
H 4.940 1.109 -0.245
H 3.257 -0.727 -0.296
H 4.642 -3.810 0.913
H 5.798 -5.846 1.722
H 5.983 -7.832 0.251
H 4.976 -7.802 -2.007
H 3.781 -5.773 -2.803
C 0.171 -3.148 5.708
N -0.700 -2.628 4.662
C -2.102 -2.632 4.696
C -2.528 -2.119 3.534
N -1.380 -1.800 2.815
C -0.256 -2.122 3.477
S 1.317 -1.955 2.938
H -0.315 -3.018 6.671
H 1.107 -2.599 5.688
H 0.387 -4.204 5.549
H -2.651 -3.010 5.542
H -3.512 -1.969 3.123
H -1.385 -1.418 1.882
C -3.098 2.131 0.015
C -2.176 2.685 -1.087
C -2.764 4.013 -1.608
C -2.220 1.645 -2.226
Si -0.420 2.954 -0.401
Br 0.458 0.856 -0.305
C -0.393 3.553 1.413
C -0.872 2.460 2.385
C -1.291 4.793 1.587
C 1.035 3.926 1.845
C 0.744 3.936 -1.554
C 2.227 3.624 -1.291
C 0.516 5.451 -1.378
C 0.483 3.581 -3.025
H -4.076 1.901 -0.428
H -3.266 2.846 0.824
H -2.714 1.199 0.444
H -3.802 3.843 -1.924
H -2.221 4.394 -2.478
H -2.778 4.798 -0.846
H -3.258 1.561 -2.576
H -1.931 0.651 -1.884
H -1.606 1.910 -3.082
H -1.904 2.155 2.206
H -0.816 2.859 3.408
H -0.239 1.572 2.347
H -2.344 4.571 1.400
H -0.995 5.619 0.932
H -1.213 5.150 2.623
H 1.727 3.086 1.730
H 1.022 4.196 2.910
H 1.431 4.783 1.298
H 2.541 3.848 -0.272
H 2.836 4.239 -1.970
H 2.458 2.576 -1.496
H 0.809 5.801 -0.385
H -0.526 5.741 -1.545
H 1.129 5.995 -2.109
H 0.589 2.508 -3.211
H 1.222 4.102 -3.649
H -0.506 3.895 -3.362
Br -7.805 -0.788 -4.112
C -7.078 -1.242 -2.414
C -7.939 -1.457 -1.349
C -7.398 -1.783 -0.111
C -6.021 -1.889 0.049
C -5.171 -1.678 -1.026
C -5.703 -1.352 -2.273
C -3.653 -1.783 -0.850
O -2.934 -1.675 -1.886
O -3.242 -1.958 0.332
H -9.009 -1.372 -1.486
H -8.061 -1.954 0.730
H -5.585 -2.143 1.008
H -5.029 -1.193 -3.105
```

## Properties
Frontier orbital gap (eV): 7.91
Charge: 0
Molar mass (g mol⁻¹): 927.72
E_HOMO (eV): -7.6

---

Entry from the OMol25 dataset: a structure of composition C35H48ClCoN4O6 at a distorted geometry (ωB97M-V with the def2-TZVPD basis set).

Structure (XYZ):
```
95
C35H48ClCoN4O6 | the OMol25 dataset | ωB97M-V with the def2-TZVPD basis set
O -0.574 0.606 -2.124
C 0.336 1.013 -3.061
C -0.075 0.428 -4.426
C -1.087 -0.540 -4.528
H -1.600 -0.871 -3.621
C -1.428 -1.076 -5.777
H -2.232 -1.816 -5.838
C -0.734 -0.692 -6.932
H -0.974 -1.153 -7.898
C 0.283 0.271 -6.830
H 0.838 0.569 -7.724
C 0.592 0.843 -5.591
H 1.370 1.611 -5.506
H 0.333 2.107 -3.222
C 2.478 1.680 -1.807
C 1.800 0.690 -2.678
H 3.562 1.528 -1.792
H 2.058 1.550 -0.798
H 2.317 2.714 -2.152
C 2.266 -0.514 -3.046
C 3.464 -1.220 -2.528
H 1.741 -1.052 -3.830
H 4.173 -1.397 -3.349
H 3.166 -2.209 -2.149
H 3.976 -0.682 -1.725
Co -0.389 -0.422 -0.515
Cl 1.973 -0.630 0.123
C -0.756 -2.341 1.666
O -1.370 -1.337 1.180
N -0.706 -2.819 2.907
C -1.054 -2.120 4.150
C -0.322 -4.232 3.047
H -0.214 -2.940 0.936
H -1.363 -1.093 3.954
H -0.202 -2.117 4.844
H -1.885 -2.652 4.627
H -0.192 -4.634 2.038
H -1.138 -4.776 3.545
H 0.628 -4.336 3.596
H -5.203 1.092 -3.655
H -5.782 -0.727 -1.656
C -4.195 0.725 -3.434
C -4.698 -0.806 -1.525
N -4.040 0.377 -2.037
H -3.481 1.512 -3.691
C -3.210 1.073 -1.248
O -2.707 0.638 -0.204
H -4.447 -0.905 -0.469
H -2.993 2.083 -1.636
H -4.001 -0.145 -4.068
H -4.344 -1.688 -2.064
H 0.626 4.004 2.852
H -1.104 5.588 1.540
C 1.030 3.855 1.846
C -0.630 5.216 0.623
N -0.021 3.921 0.855
H 1.532 2.891 1.797
C -0.461 2.830 0.209
O -0.115 1.668 0.505
H -1.387 5.103 -0.156
H -1.143 3.064 -0.625
H 1.765 4.639 1.652
H 0.120 5.947 0.303
C -1.973 2.952 4.348
C -0.669 2.219 4.342
C 0.464 2.505 5.120
C 1.734 1.913 5.056
C 1.924 0.939 4.110
C 0.783 0.580 3.305
N 0.812 -0.512 2.623
C 2.202 -2.415 1.010
C 3.274 -2.616 1.886
C 4.123 -3.666 1.549
C 3.858 -4.537 0.460
C 2.727 -4.434 -0.325
C 1.877 -3.384 0.048
C 0.773 -3.314 -1.079
O 0.754 -4.305 -1.836
O 0.034 -2.257 -1.156
C -0.565 1.214 3.420
C -1.806 0.753 2.660
H -2.145 3.336 3.325
H -2.781 2.254 4.616
H -1.850 3.745 5.063
H 0.291 3.284 5.823
H 2.604 2.205 5.653
H 2.874 0.400 4.028
H 1.613 -0.611 1.970
H 3.412 -1.963 2.760
H 5.055 -3.738 2.107
H 4.563 -5.291 0.126
H 2.405 -4.984 -1.234
H -1.716 -0.233 2.056
H -2.668 0.503 3.317
H -2.155 1.557 1.969
```

## Properties
Frontier orbital gap (spin up / spin down) (eV): 4.55 / 4.50
Charge: -1
Molar mass (g mol⁻¹): 715.18
E_HOMO (spin up / spin down) (eV): -2.4 / -2.4
Multiplicity: 4